# 1
Below is 4 unconnected molecules or ions with the total composition C12H27BN9O9S, with properties calculated with wB97M-V/def2-TZVPD.

```
59
Properties=species:S:1:pos:R:3
N -3.437 -2.547 4.641
B -2.653 -3.351 3.695
O -2.546 -3.036 2.389
C -1.902 -4.698 4.179
O -1.306 -5.394 3.095
C -0.587 -6.534 3.476
N -0.665 -6.808 4.945
C -0.579 -5.736 5.754
N -0.201 -5.918 7.021
N -0.950 -4.494 5.285
C 0.252 -3.671 4.915
C 0.137 -2.194 5.275
C 1.045 -1.345 4.346
C 0.308 -0.868 3.088
S -0.408 0.780 3.373
C -0.216 1.503 1.802
N -0.198 2.757 1.523
N -0.041 2.831 0.138
C 0.026 1.625 -0.285
O -0.086 0.709 0.711
H -4.184 -3.103 5.055
H -2.865 -2.286 5.439
H -3.309 -2.551 2.048
H -2.704 -5.333 4.584
H 0.468 -6.415 3.209
H -0.977 -7.401 2.942
H 0.071 -7.461 5.196
H 0.245 -5.181 7.542
H -0.447 -6.778 7.485
H 1.111 -4.078 5.459
H 0.483 -3.789 3.854
H 0.456 -2.012 6.302
H -0.886 -1.836 5.152
H 1.423 -0.499 4.918
H 1.892 -1.966 4.040
H 0.951 -0.858 2.213
H -0.526 -1.539 2.871
H 0.171 1.303 -1.303
C 0.430 4.318 -3.546
N 0.723 2.903 -3.904
O 1.682 2.667 -4.601
O -0.036 2.056 -3.462
H 1.178 4.950 -3.998
H -0.562 4.548 -3.921
H 0.450 4.380 -2.460
C 0.008 6.844 -7.801
N 0.069 6.696 -6.323
O -0.869 7.077 -5.658
O 1.074 6.183 -5.868
H -0.936 7.306 -8.062
H 0.849 7.460 -8.101
H 0.087 5.850 -8.223
C 3.083 4.505 -10.018
N 2.094 5.612 -10.122
O 2.497 6.750 -10.021
O 0.932 5.300 -10.297
H 4.062 4.940 -9.862
H 2.783 3.884 -9.179
H 3.036 3.943 -10.946
```

As for the charge: +1. For the LUMO energy, the calculation gives -3.82 eV. The HOMO energy is -0.4003 Eh.

=====

# 2
Below is 3 unconnected molecules or ions with the total composition C12H27ClIN5O3P, with properties calculated with wB97M-V/def2-TZVPD.

```
50
Properties=species:S:1:pos:R:3
O 5.182 -1.970 2.196
P 5.654 -1.244 0.684
I 4.891 -2.654 -1.243
N 4.827 0.329 0.401
C 5.984 1.087 -0.283
C 6.279 2.475 0.576
N 5.904 1.920 1.966
C 4.583 1.209 1.607
N 3.465 1.478 2.356
C 2.139 0.837 2.010
C 2.001 -0.744 2.421
C 1.777 -1.578 1.005
Cl 1.636 -3.411 1.244
H 4.523 -2.692 1.932
H 6.909 0.409 0.021
H 5.986 1.132 -1.453
H 7.392 2.804 0.402
H 5.448 3.195 0.110
H 5.482 2.812 2.366
H 3.563 2.146 3.174
H 1.852 0.943 0.856
H 1.298 1.430 2.612
H 0.973 -0.853 3.011
H 2.865 -1.165 3.089
H 0.739 -1.222 0.535
H 2.601 -1.245 0.238
C -1.179 1.604 -1.244
C -1.021 0.183 -1.708
O -0.145 -0.556 -1.266
N -1.890 -0.279 -2.653
C -2.975 0.434 -3.286
H -0.419 1.832 -0.493
H -1.049 2.289 -2.087
H -2.165 1.741 -0.791
H -1.724 -1.243 -2.917
H -3.902 -0.105 -3.077
H -2.794 0.439 -4.363
H -3.063 1.460 -2.928
C -6.118 -2.199 0.410
C -5.719 -1.135 -0.575
O -4.552 -0.967 -0.919
N -6.702 -0.343 -1.090
C -8.118 -0.388 -0.809
H -5.232 -2.751 0.734
H -6.580 -1.739 1.288
H -6.810 -2.902 -0.061
H -6.360 0.351 -1.746
H -8.645 -0.570 -1.749
H -8.416 0.584 -0.409
H -8.375 -1.169 -0.093
```

As for the charge: +1. As for the energy above the lowest of the compared OMol25 structures with the same formula, charge and spin: 5.021 eV. For the LUMO energy, the calculation gives -4.01 eV. The HOMO energy is -0.4107 Eh.

=====

# 3
Below is a molecular structure, C12H27CrN5O2PS4Sb, with properties calculated with wB97M-V/def2-TZVPD.

```
53
Properties=species:S:1:pos:R:3
Cr 0.323 -2.039 -0.102
S -3.421 -3.573 2.706
Sb -1.542 -3.603 1.375
S 0.138 -2.153 2.280
S -1.983 -2.320 -0.609
S -0.748 -5.724 0.990
N 6.468 -1.492 0.327
C 5.076 -1.648 0.236
C 4.204 -0.607 0.545
C 2.845 -0.817 0.488
N 2.284 -1.985 0.143
C 3.126 -2.983 -0.142
C 4.498 -2.867 -0.103
H 6.745 -0.526 0.247
H 6.964 -2.061 -0.342
H 4.584 0.369 0.827
H 2.143 -0.027 0.729
H 2.656 -3.924 -0.400
H 5.116 -3.726 -0.335
C -1.567 3.841 1.361
N -0.753 2.832 0.735
C 0.534 3.307 0.285
P -1.276 1.306 0.214
O -0.075 0.446 0.168
N -2.522 1.092 1.288
C -3.822 0.540 0.937
C -2.143 0.844 2.681
N -1.897 1.546 -1.320
C -2.919 2.541 -1.553
C -1.840 0.490 -2.322
H -1.066 4.234 2.256
H -2.515 3.402 1.663
H -1.759 4.691 0.686
H 1.113 3.703 1.129
H 0.436 4.108 -0.465
H 1.086 2.480 -0.156
H -3.980 0.594 -0.139
H -4.603 1.118 1.451
H -3.907 -0.506 1.234
H -1.080 1.024 2.825
H -2.350 -0.190 2.965
H -2.717 1.506 3.344
H -2.993 3.213 -0.699
H -3.905 2.090 -1.725
H -2.666 3.134 -2.441
H -1.068 -0.242 -2.070
H -1.593 0.932 -3.296
H -2.797 -0.037 -2.408
C 1.039 -2.481 -3.110
O 0.661 -1.764 -2.012
H 0.233 -3.146 -3.478
H 1.926 -3.130 -2.932
H 1.312 -1.813 -3.954
```

Its expectation value of S² is 6.0209. As for the charge: -2. As for the energy above the lowest of the compared OMol25 structures with the same formula, charge and spin: 0.000 eV. For the LUMO energy (spin up / spin down), the calculation gives 4.15 / 4.15 eV. As for the multiplicity: 5. The HOMO energy (spin up / spin down) is -0.0258 / -0.0287 Eh.